Record 1
15
Properties=species:S:1:pos:R:3:forces:R:3 method="wB97M-V/def2-TZVPD" charge=+1 s_squared=0.75 gap_ev="8.479 / 4.648" spin_multiplicity=2
C 0.005205 -2.164413 -1.284768 0.0 -0.2 -0.4
C 0.732314 -1.286167 -1.951004 0.2 0.6 -0.4
H 0.371946 -3.166240 -1.125442 0.0 -0.1 0.3
H -1.029561 -1.978405 -1.036400 -0.1 0.1 0.2
H 1.726243 -1.494601 -2.333125 0.0 -0.1 0.2
H 0.350554 -0.305444 -2.240793 -0.1 -0.2 0.1
C 0.132346 0.548329 2.013301 -0.3 1.1 0.3
C -0.489623 0.908287 0.754707 0.1 -0.7 -0.5
C -0.592311 2.182315 0.167403 0.3 0.5 0.4
H 0.488595 1.406921 2.580932 0.1 0.0 -0.1
H 0.955511 -0.137818 1.788318 0.0 -0.3 0.1
H -0.603038 0.011332 2.637282 0.2 -0.2 -0.2
H -0.832149 0.072063 0.154878 -0.2 0.0 -0.1
H -1.111106 2.369990 -0.764654 -0.1 -0.2 0.0
H -0.104927 3.033849 0.639363 -0.1 -0.1 0.0



Record 2
135
Properties=species:S:1:pos:R:3:forces:R:3 method="wB97M-V/def2-TZVPD" smiles=CC1(C)CCCC(C)(C)N1O.CC1(C)CCCC(C)(C)N1O.CC1(C)CCCC(C)(C)N1O.CCO.CCO.CCO.CCO.CCO gap_ev=8.333
C -4.782995 -3.538412 1.016078 0.5 -0.8 0.6
C -4.940105 -2.021792 1.092528 0.2 -2.0 -1.9
C -4.361235 -1.516512 2.372478 -2.2 0.4 1.9
C -4.029365 -1.405052 0.054088 -0.5 1.0 -1.5
C -4.480515 -1.566592 -1.399872 0.5 -0.4 0.7
C -5.860475 -1.018012 -1.585682 -1.4 -0.7 0.9
C -6.958355 -1.628342 -0.545992 0.1 2.0 -0.7
C -8.140105 -0.618942 -0.443032 -0.1 -0.2 -0.1
C -7.460215 -2.927052 -1.127662 0.2 -1.2 -0.1
N -6.362975 -1.695272 0.794988 1.8 1.8 0.4
O -7.232945 -2.002442 1.857478 -0.1 -0.9 -0.3
H -5.429685 -4.079372 1.706908 -0.5 0.2 -0.1
H -4.924945 -3.922202 0.005798 -0.1 0.0 0.1
H -3.799075 -3.858212 1.359218 0.4 0.1 -0.2
H -4.590355 -0.454052 2.454778 0.5 0.3 0.0
H -4.968095 -1.953982 3.165228 0.2 -0.2 0.5
H -3.324435 -1.743782 2.620488 0.0 0.0 -0.6
H -4.066535 -0.330392 0.232478 0.4 0.3 0.2
H -3.004555 -1.763612 0.150448 0.0 0.0 0.3
H -3.809085 -1.010652 -2.054252 0.2 -0.2 -0.1
H -4.404515 -2.629742 -1.627942 -0.1 -0.1 -0.5
H -6.198365 -1.250272 -2.595622 -0.3 0.0 0.0
H -5.812815 0.068718 -1.516022 -0.2 0.1 0.3
H -8.805295 -0.945862 0.356178 0.1 0.2 0.2
H -8.789275 -0.543862 -1.315412 0.3 -0.5 -0.4
H -7.811065 0.409238 -0.292442 0.2 -0.1 0.5
H -7.964195 -3.586132 -0.420762 0.1 0.2 0.4
H -6.603625 -3.478472 -1.515322 0.0 -0.3 -0.1
H -8.169705 -2.823512 -1.948642 0.1 0.4 -0.1
H -7.081085 -1.323962 2.519448 -0.1 0.3 -0.1
C 4.316665 7.795808 2.484518 0.0 -0.3 0.6
C 2.934355 7.128428 2.510738 0.5 0.1 -0.7
C 2.185665 7.654758 3.704588 -0.5 -0.2 1.6
C 2.294275 7.563168 1.182648 -0.2 0.2 -0.3
C 0.960455 6.897748 0.877768 0.7 0.1 0.1
C 1.184275 5.382018 0.783858 -0.2 0.0 1.1
C 1.915325 4.753418 2.061368 -0.9 -0.1 -0.3
C 0.916615 4.505788 3.244008 0.3 0.6 -0.4
C 2.413965 3.336658 1.562688 0.7 0.5 0.5
N 3.065425 5.653438 2.517148 -1.2 -0.8 -2.7
O 3.824955 5.065698 3.534628 -0.2 0.4 0.3
H 4.939025 7.400478 1.681718 0.0 0.0 0.0
H 4.169425 8.867848 2.353558 0.1 0.0 -0.1
H 4.817495 7.671258 3.444598 0.2 -0.1 0.0
H 1.143825 7.346128 3.790738 0.0 -0.1 -0.4
H 2.662825 7.230088 4.587808 0.1 -0.2 0.2
H 2.188325 8.724428 3.914078 0.3 0.2 -0.7
H 2.226905 8.651088 1.181298 -0.4 0.2 0.5
H 2.977695 7.447818 0.341378 0.3 -0.7 0.0
H 0.260415 7.199928 1.656698 -0.2 -0.4 0.2
H 0.550285 7.334848 -0.032612 0.0 -0.3 -0.2
H 1.697235 5.072578 -0.126762 0.6 0.5 0.0
H 0.221125 4.891738 0.642208 -0.2 -0.2 0.5
H 0.011005 3.978218 2.944648 0.3 -0.6 -0.2
H 0.499015 5.413888 3.678818 0.4 0.3 -0.1
H 1.470855 4.007138 4.039158 -0.2 -0.3 0.0
H 3.006775 2.821618 2.318598 0.4 0.3 0.1
H 2.980675 3.440818 0.637438 0.4 0.1 0.1
H 1.692715 2.551668 1.335378 -0.9 0.6 0.1
H 4.578465 4.754248 3.027838 0.3 -0.1 0.3
C 0.854975 -0.885122 -6.183822 0.2 0.4 2.2
C 0.090345 -1.876552 -5.230632 -0.6 1.1 -0.6
C -1.381475 -1.390942 -5.114432 -0.3 0.3 0.1
C 0.133375 -3.171452 -6.060402 -0.5 -0.3 0.8
C -0.387315 -4.341882 -5.281452 0.2 -0.7 0.3
C 0.471355 -4.654012 -4.069092 -0.4 2.0 0.4
C 0.523475 -3.329652 -3.105272 -1.3 -0.8 -0.2
C -0.844175 -3.445712 -2.203902 0.9 1.3 -0.7
C 1.813485 -3.424982 -2.284212 -0.5 -0.7 0.2
N 0.684835 -2.015052 -3.880782 0.5 -2.4 -0.6
O 0.634365 -0.895562 -2.995012 -1.0 -0.8 -1.0
H 1.920165 -1.106782 -6.249742 0.0 -0.7 -0.3
H 0.379615 -0.837702 -7.163562 0.1 0.2 0.2
H 0.893955 0.066498 -5.653722 -0.5 0.5 -0.4
H -1.481955 -0.362512 -4.767542 0.5 0.2 0.0
H -1.932625 -1.424272 -6.054232 0.2 -0.1 -0.2
H -1.973255 -1.936972 -4.379762 0.2 -0.4 -0.1
H -0.498385 -2.974692 -6.926582 0.1 0.0 -0.1
H 1.135705 -3.418322 -6.410372 0.2 0.3 0.0
H -1.374345 -4.168472 -4.852732 -0.3 0.2 -0.4
H -0.437635 -5.264412 -5.859822 -0.2 0.1 -0.4
H 1.470565 -5.018672 -4.307252 0.1 0.2 -0.1
H -0.116315 -5.461332 -3.632102 0.6 0.0 0.9
H -1.777195 -3.311802 -2.751302 0.2 -0.2 -0.7
H -0.906355 -2.580372 -1.544032 0.4 -0.1 0.5
H -0.995365 -4.376222 -1.656752 0.7 0.0 0.1
H 2.646985 -3.342282 -2.981732 0.1 0.1 0.1
H 1.855865 -4.414782 -1.829682 0.1 -0.1 0.1
H 1.931985 -2.704242 -1.475142 -0.2 0.2 -0.1
H 1.575415 -0.799152 -2.831512 0.5 0.5 0.3
C 2.944175 1.646328 -3.797052 0.3 -0.5 1.7
C 3.759585 0.923588 -2.650972 0.6 0.6 -2.4
O 3.262535 -0.378742 -2.417422 -0.2 -0.2 0.4
H 3.554185 2.473128 -4.160922 -0.3 0.3 0.2
H 2.003255 1.946268 -3.335742 -0.1 0.5 -0.4
H 2.708155 1.009848 -4.649862 0.3 -0.3 0.3
H 3.880645 1.503418 -1.735962 -0.6 0.1 0.1
H 4.764265 0.853498 -3.067872 0.3 -0.2 0.2
H 3.989625 -1.003432 -2.469412 0.0 -0.1 0.0
C -0.237505 0.177798 0.988508 -0.4 -0.3 1.5
C 1.096365 -0.375242 0.568338 0.3 0.3 -1.7
O 1.917955 -0.792992 1.646708 -0.6 0.1 0.8
H -0.849645 -0.617312 1.414158 0.0 -0.3 0.1
H -0.897915 0.629308 0.248178 0.7 0.0 -0.4
H -0.104855 0.877558 1.813638 0.0 0.3 0.0
H 1.668105 0.355448 -0.003772 -0.1 0.4 -0.1
H 0.928505 -1.184092 -0.142772 0.0 -0.3 0.0
H 2.752125 -1.127252 1.309028 0.0 -0.1 -0.2
C 1.756315 0.593208 4.897498 -1.6 -1.5 0.8
C 0.413885 0.239838 5.731088 1.2 1.4 -0.1
O 0.617395 -0.558412 6.893188 0.4 0.1 -0.7
H 2.376655 1.302718 5.445118 -0.3 0.2 -0.2
H 1.480425 0.883678 3.883788 0.1 0.5 0.1
H 2.354725 -0.307592 4.761188 0.0 -0.2 0.1
H -0.415215 -0.191122 5.169868 0.3 0.0 -0.6
H 0.066625 1.204138 6.102088 -0.2 0.0 0.0
H 0.931775 -1.384112 6.517718 0.1 -0.4 0.4
C -0.403605 -3.586832 2.826218 -0.1 -0.1 0.0
C 1.062985 -3.704542 2.425938 -0.8 -1.9 0.5
O 1.906785 -3.025722 3.313228 0.1 0.3 -0.4
H -1.032505 -4.011702 2.043878 -0.1 0.1 -0.1
H -0.702195 -2.554632 3.009278 0.0 0.2 -0.2
H -0.629225 -4.125022 3.746838 0.2 -0.1 0.1
H 1.172745 -3.534492 1.354888 0.4 0.9 -0.1
H 1.336935 -4.755542 2.517808 0.0 -0.2 0.1
H 1.675365 -2.112532 3.128488 0.4 0.7 0.2
C 4.880065 -2.854132 0.447138 0.9 0.4 -0.5
C 5.657395 -1.597262 0.878078 0.8 -1.6 0.7
O 6.721175 -1.269892 -0.033322 -1.0 0.5 -0.1
H 4.185865 -3.254462 1.185998 -0.5 0.6 -0.1
H 5.556675 -3.698402 0.314848 0.4 0.1 -0.1
H 4.501225 -2.603722 -0.543762 -0.7 -0.5 0.1
H 6.134805 -1.845402 1.826028 -0.2 0.3 0.4
H 4.988185 -0.752952 1.043648 0.3 0.2 -0.4
H 7.414995 -1.929022 0.042538 -0.1 -0.1 0.1